w) ORCA calculation (ωB97M-V/def2-TZVPD) on a cluster of 2 separate species, CH4NS in total.

The geometry in XYZ format:
```
7
Properties=species:S:1:pos:R:3:lowdin_charge:R:1
H 0.302 -0.477 0.160 -0.0728
H -0.334 -1.462 -1.305 0.0469
N -1.744 -0.729 -0.059 -0.0233
H 2.095 2.407 0.821 -0.4908
C -0.532 -0.951 -0.361 -0.1978
S 1.983 1.402 -0.062 -0.2793
H -1.769 -0.188 0.807 0.0172
```

Summary:
Charge ... -1
Spin multiplicity ... 1
Highest occupied orbital energy ... -2.695 eV

x) ORCA calculation (ωB97M-V/def2-TZVPD) on a cluster of 2 separate species, CH4NS in total.

The geometry in XYZ format:
```
7
Properties=species:S:1:pos:R:3:lowdin_charge:R:1
H 0.723 1.452 2.610 -0.5651
H 0.698 -1.021 -1.584 0.0637
N -0.956 0.095 -1.445 -0.0246
C -0.071 -0.552 -0.833 -0.2811
H 0.110 -0.962 0.204 -0.0391
S 1.157 0.551 1.861 -0.1637
H -1.661 0.437 -0.813 0.0099
```

Summary:
Charge ... -1
Spin multiplicity ... 1
Highest occupied orbital energy ... -2.633 eV

Relative energies in kJ/mol: w) 0.0; x) 50.5

w) ORCA calculation (ωB97M-V/def2-TZVPD) on a cluster of 2 separate species, C10H15N2O2 in total.

The geometry in XYZ format:
```
29
Properties=species:S:1:pos:R:3:lowdin_charge:R:1
C 3.904 -0.134 -0.277 0.0094
C 1.758 0.900 -0.428 -0.0121
C 3.102 0.960 -0.418 -0.0422
N -0.832 1.114 -1.700 0.1231
C 1.197 -0.309 -0.128 -0.1051
H -2.212 2.700 1.405 0.0969
H -1.039 2.084 2.245 0.0811
O -0.655 -1.560 0.707 0.0685
C -2.002 -1.970 0.652 -0.1294
C -2.894 -1.271 -0.416 -0.1537
H 1.197 1.722 -0.590 0.0826
H -2.504 -1.932 1.662 0.1466
N -1.200 2.467 1.316 0.0812
H 4.918 -0.148 -0.294 0.0910
H -1.513 1.736 -2.035 0.0713
H -4.005 -1.467 -0.079 0.1662
C 3.347 -1.354 0.147 -0.0121
C 1.995 -1.383 0.338 0.0214
H -1.250 1.383 0.231 0.0983
H -2.824 -1.805 -1.488 0.1704
H 3.479 1.901 -0.653 0.1073
C -0.257 -0.511 0.029 -0.0698
O -2.578 0.101 -0.321 -0.0609
H -0.637 0.556 -2.516 0.0920
H -2.028 -3.144 0.598 0.1732
C -1.212 0.417 -0.410 -0.3502
H 1.684 -2.308 0.770 0.1241
H -0.856 3.394 1.289 0.0540
H 3.917 -2.139 0.362 0.0770
```

Summary:
Charge ... +1
Spin multiplicity ... 1
Highest occupied orbital energy ... -12.873 eV

x) ORCA calculation (ωB97M-V/def2-TZVPD) on the ion C10H15N2O2 with charge +1.

The geometry in XYZ format:
```
29
Properties=species:S:1:pos:R:3:lowdin_charge:R:1
O 1.118 -2.162 0.261 -0.0671
H -0.255 -0.491 1.207 0.1076
C 0.887 3.214 1.376 -0.0559
H 2.830 2.581 0.708 0.1263
C 1.411 0.856 0.844 -0.1797
N 2.210 -1.447 0.240 -0.1840
H 0.876 -1.489 -1.680 0.1224
H 3.216 0.323 0.154 0.1170
H -0.163 0.472 -1.729 0.0699
N -0.891 -1.208 -0.876 -0.2378
H -1.712 1.019 2.113 0.1287
C -2.115 -1.778 -0.293 -0.0328
H -0.836 3.711 2.318 0.1535
C -1.008 0.150 -1.284 -0.0384
C 2.321 -0.107 0.342 0.0995
H -2.675 -2.576 -0.953 0.1385
H -1.795 0.195 -2.024 0.1163
H -1.253 0.847 -0.523 0.0756
C 0.146 -1.985 -1.112 -0.0397
H -2.845 -1.013 -0.220 0.0679
H 1.039 4.301 1.370 0.1210
H -2.012 -2.230 0.739 0.1137
H 3.082 -3.076 -0.302 0.1510
C -0.745 1.445 1.831 -0.0732
O 3.326 -2.141 -0.167 0.1089
H 0.020 -3.145 -1.084 0.1877
C 0.158 0.519 1.327 -0.0568
C -0.343 2.743 1.893 -0.0586
C 1.793 2.268 0.904 0.0183
```

Summary:
Charge ... +1
Spin multiplicity ... 1
Highest occupied orbital energy ... -12.536 eV
SMILES string ... CN(C)CO/[N+](O)=C\c1ccccc1

Relative energies in kJ/mol: w) 0.0; x) 225.2

w) ORCA calculation (ωB97M-V/def2-TZVPD) on the ion C5H12N2 with charge +2.

The geometry in XYZ format:
```
19
Properties=species:S:1:pos:R:3:lowdin_charge:R:1
H -1.618 -0.858 -2.899 0.1878
C -1.029 0.349 0.218 -0.1096
H -0.827 -1.622 -0.695 0.1454
H 1.470 1.251 -1.250 0.1023
C 0.477 0.434 0.446 -0.2324
C 1.754 0.209 2.524 0.2386
C 1.503 0.595 -0.383 0.1275
H -0.200 -0.158 -2.354 0.1545
H 0.508 -1.168 1.943 0.1903
H 1.856 -0.251 3.498 0.1424
N -1.210 -0.232 -2.201 0.2168
H 2.389 1.024 2.201 0.1389
H -1.559 0.722 -2.327 0.1809
C -1.430 -0.723 -0.775 -0.1012
N 0.842 -0.228 1.730 0.0838
H -1.466 1.336 0.042 0.1472
H 2.487 0.172 -0.199 0.1059
H -2.497 -0.904 -0.700 0.1469
H -1.451 0.052 1.178 0.1339
```

Summary:
Charge ... +2
Spin multiplicity ... 1
Highest occupied orbital energy ... -19.045 eV
SMILES string ... C=[NH+]C(=C)CC[NH3+]

x) ORCA calculation (ωB97M-V/def2-TZVPD) on the ion C5H12N2 with charge +2.

The geometry in XYZ format:
```
19
Properties=species:S:1:pos:R:3:lowdin_charge:R:1
H -0.641 1.870 0.509 0.1282
N 0.343 1.588 2.459 0.1783
C -0.508 -1.307 -0.540 -0.0534
H -0.249 -1.134 -3.157 0.1316
H -1.383 -2.480 -3.663 0.1518
H 0.988 2.615 0.745 0.1364
H 1.217 1.160 2.811 0.1818
H -1.953 -2.613 -1.355 0.1884
C -1.060 -1.814 -2.850 0.2228
H -0.273 -2.094 0.209 0.1608
H 0.321 2.482 2.964 0.1846
H 0.231 0.491 -1.555 0.1355
C 1.009 0.329 0.495 -0.1247
H 1.106 -0.453 1.256 0.1196
C 0.337 1.772 0.960 -0.0538
H -0.434 1.008 2.777 0.1798
H 2.015 0.631 0.215 0.1234
C 0.217 -0.168 -0.691 -0.0490
N -1.283 -1.879 -1.586 0.0580
```

Summary:
Charge ... +2
Spin multiplicity ... 1
Highest occupied orbital energy ... -18.143 eV
SMILES string ... C=[NH+]/C=C/CC[NH3+]

y) ORCA calculation (ωB97M-V/def2-TZVPD) on the ion C5H12N2 with charge +2.

The geometry in XYZ format:
```
19
Properties=species:S:1:pos:R:3:lowdin_charge:R:1
H 3.714 -0.491 -1.046 0.2389
H -2.058 0.371 -0.479 0.1651
H 1.388 0.387 -2.230 0.1695
H 0.061 1.633 -0.831 0.1851
H 1.214 1.486 0.599 0.1255
N -2.449 -0.846 1.373 0.0656
C 0.789 0.845 -0.197 -0.1576
H -1.971 -0.949 2.301 0.1953
H -4.555 -1.582 1.769 0.1616
C -3.773 -1.049 1.095 0.2359
H -4.346 -0.639 0.255 0.1236
H 1.735 -1.035 -1.210 0.1291
H 3.512 1.135 -1.810 0.2825
C -1.541 -0.100 0.439 -0.0575
H 3.338 0.809 0.049 0.1598
N 3.129 0.477 -0.901 0.1196
C -0.215 -0.006 0.596 -0.0884
C 1.728 0.050 -1.165 -0.1687
H 0.301 -0.495 1.395 0.1152
```

Summary:
Charge ... +2
Spin multiplicity ... 1
Highest occupied orbital energy ... -17.920 eV
SMILES string ... C=[NH+]/C=C/CC[NH3+]

Relative energies in kJ/mol: w) 0.0; x) 10.4; y) 149.8

w) ORCA calculation (ωB97M-V/def2-TZVPD) on a cluster of 3 separate species, C2H5N2O2 in total.

The geometry in XYZ format:
```
11
Properties=species:S:1:pos:R:3:lowdin_charge:R:1
H -0.336 2.152 0.472 0.1769
C 0.709 -0.814 -0.370 -0.3683
N -0.532 0.749 -1.189 0.0989
H -1.595 0.424 0.762 0.0406
N 0.810 0.267 0.431 0.2283
O 1.402 -1.844 -0.129 0.2449
H 1.256 0.263 1.265 0.1485
O 0.021 -0.472 -1.475 0.1479
C -0.011 1.250 -0.120 -0.1349
H 0.907 -2.689 -0.564 0.2737
H -2.631 0.713 0.917 0.1436
```

Summary:
Charge ... +1
Spin multiplicity ... 1
Highest occupied orbital energy ... -15.765 eV

x) ORCA calculation (ωB97M-V/def2-TZVPD) on a structure of composition C2H5N2O2.

The geometry in XYZ format:
```
11
Properties=species:S:1:pos:R:3:lowdin_charge:R:1
C 1.160 1.008 0.281 -0.2098
O 2.044 0.649 1.233 0.1268
N -0.485 -0.572 -1.362 0.2131
H 1.378 1.656 -0.665 0.1973
H -1.141 -1.298 -1.688 0.1722
H -1.650 -1.463 0.577 0.1582
H -0.083 -0.037 -2.081 0.1220
C -0.239 -0.311 -0.155 -0.2241
H -0.985 -0.378 1.628 0.1024
O 0.942 1.524 1.458 0.0956
N -0.941 -0.777 0.774 0.2464
```

Summary:
Charge ... +1
Spin multiplicity ... 1
Highest occupied orbital energy ... -15.784 eV

Relative energies in kJ/mol: w) 0.0; x) 19.3

w) ORCA calculation (ωB97M-V/def2-TZVPD) on a cluster of 5 separate species, CH14NO4 in total.

The geometry in XYZ format:
```
20
Properties=species:S:1:pos:R:3:lowdin_charge:R:1
O -0.466 1.597 -3.237 -0.0687
H 1.035 -0.651 -1.876 0.0893
O 3.120 0.243 -0.390 -0.0405
O -0.734 0.669 2.209 -0.0577
H 0.215 1.205 -3.805 0.0533
H -3.483 -1.356 2.647 0.0626
H 3.563 -0.294 0.284 0.0687
H -1.316 0.293 2.880 0.0382
H -0.268 -0.344 0.714 0.0918
H 0.478 -1.797 0.163 0.1603
H -0.632 -1.092 -1.576 0.0919
H -2.518 -1.884 1.621 0.0399
H -0.016 0.706 -1.273 0.0794
C 0.121 -0.360 -1.355 0.0177
H 3.371 1.132 -0.099 0.0763
N 0.479 -0.766 0.141 0.1233
H -0.898 2.045 -3.980 0.0606
O -2.540 -1.431 2.467 -0.0411
H -0.115 1.229 2.685 0.0643
H 1.449 -0.468 0.289 0.0905
```

Summary:
Charge ... +1
Spin multiplicity ... 1
Highest occupied orbital energy ... -14.869 eV

x) ORCA calculation (ωB97M-V/def2-TZVPD) on a cluster of 5 separate species, CH14NO4 in total.

The geometry in XYZ format:
```
20
Properties=species:S:1:pos:R:3:lowdin_charge:R:1
H 1.163 2.858 2.036 0.0581
H -1.573 1.803 0.734 0.1005
H 1.388 -3.147 -1.264 0.0542
O -0.098 0.270 -2.435 -0.0524
H 0.724 -0.232 -2.371 0.0294
H -3.275 1.258 0.667 0.1020
O 1.094 -0.716 0.812 -0.0751
N -1.732 -0.175 -0.066 0.1620
H -1.781 0.221 -1.007 0.1358
H -2.276 0.575 1.853 0.1032
H 1.604 -1.766 -0.728 0.0043
H 1.885 -0.915 1.343 0.0858
O 1.144 -2.231 -1.446 -0.0705
C -2.238 0.940 0.821 -0.0182
H -2.140 -1.066 0.224 0.1790
O 1.303 1.931 2.242 -0.0422
H 1.130 0.224 1.090 0.0315
H -0.378 0.142 -3.346 0.0595
H 2.046 1.797 2.836 0.0599
H -0.745 -0.263 0.195 0.0932
```

Summary:
Charge ... +1
Spin multiplicity ... 1
Highest occupied orbital energy ... -14.541 eV

y) ORCA calculation (ωB97M-V/def2-TZVPD) on a cluster of 5 separate species, CH14NO4 in total.

The geometry in XYZ format:
```
20
Properties=species:S:1:pos:R:3:lowdin_charge:R:1
H 0.501 -2.409 2.399 0.1217
H 0.345 -0.992 0.060 0.1709
O 3.318 0.349 -1.219 -0.1133
N 0.205 -0.643 1.041 0.1168
C 0.860 -1.331 2.237 -0.0087
O -2.046 -0.354 -0.685 -0.0727
H -4.060 -0.029 -3.437 0.0831
H 3.473 -0.338 -1.968 0.0914
H -3.011 -0.494 -0.555 0.0758
O 0.630 2.080 1.865 -0.0767
H -2.683 0.498 -3.934 0.0695
H 0.462 -0.803 3.069 0.0758
H 1.290 2.824 1.903 0.0862
H 1.974 -1.311 2.263 0.1146
H 0.031 2.582 1.269 0.0686
O -3.103 0.005 -3.208 -0.0610
H -2.083 -0.348 -1.646 0.0010
H -0.826 -0.516 0.989 0.1373
H 3.921 1.071 -1.433 0.0309
H 0.803 0.160 0.990 0.0889
```

Summary:
Charge ... +1
Spin multiplicity ... 1
Highest occupied orbital energy ... -14.631 eV

Relative energies in kJ/mol: w) 16.3; x) 0.0; y) 25.7

w) ORCA calculation (ωB97M-V/def2-TZVPD) on a structure of composition C3H5NO3S.

The geometry in XYZ format:
```
13
Properties=species:S:1:pos:R:3:lowdin_charge:R:1
O 1.825 -0.315 2.026 -0.2950
H -0.926 1.818 0.634 0.0924
C -1.214 0.760 0.616 -0.0406
H 2.608 -0.721 -1.312 0.1134
S 1.015 -1.054 1.110 0.7289
O 0.165 -2.125 1.498 -0.2785
H -2.047 0.317 -0.101 0.1441
H -1.432 0.610 1.715 0.1039
C 1.662 -1.044 -0.847 0.0249
C 0.504 -0.100 -0.977 -0.5857
H 1.281 -2.007 -1.171 0.0932
O -0.004 0.193 -1.997 0.1280
N 0.018 0.043 0.339 -0.2289
```

Summary:
Charge ... 0
Spin multiplicity ... 1
Highest occupied orbital energy ... -10.403 eV

x) ORCA calculation (ωB97M-V/def2-TZVPD) on the molecule C3H5NO3S.

The geometry in XYZ format:
```
13
Properties=species:S:1:pos:R:3:lowdin_charge:R:1
N 0.178 -0.253 -0.201 -0.0967
C 0.737 0.760 0.603 -0.5216
O -2.572 -0.054 1.994 0.1472
O -2.383 0.512 -0.093 0.1655
H -1.717 0.427 -0.718 0.0606
H -0.097 1.594 0.684 0.1316
C -1.960 -0.121 0.968 -0.5181
H 1.709 1.145 0.111 0.1160
S 1.232 0.017 2.178 0.9044
H 1.006 -0.839 -0.437 0.1349
O 0.061 -1.091 2.086 -0.5236
C -0.686 -1.012 0.738 -0.2017
H -0.788 -2.081 0.233 0.2012
```

Summary:
Charge ... 0
Spin multiplicity ... 1
Highest occupied orbital energy ... -8.524 eV
SMILES string ... O=C(O)[C@H]1NCSO1

y) ORCA calculation (ωB97M-V/def2-TZVPD) on the molecule C3H5NO3S.

The geometry in XYZ format:
```
13
Properties=species:S:1:pos:R:3:lowdin_charge:R:1
C -2.405 0.522 -0.151 -0.7950
H -1.868 -1.027 -1.317 0.2157
N -1.512 -0.479 -0.448 0.0674
H 0.766 1.704 -0.360 0.0324
C 0.014 1.445 0.334 -0.4025
S -1.594 1.982 0.378 0.9887
H -0.376 -1.481 1.151 0.1185
H 1.540 -0.670 -1.512 0.1568
C -0.149 -0.477 -0.441 -0.5475
O 0.550 -0.606 -1.604 0.0808
O 0.370 -1.171 0.627 0.0491
O -3.593 0.390 -0.272 0.0332
H 0.438 1.260 1.250 0.0025
```

Summary:
Charge ... 0
Spin multiplicity ... 1
Highest occupied orbital energy ... -8.916 eV

Relative energies in kJ/mol: w) 57.9; x) 17.3; y) 0.0

w) ORCA calculation (ωB97M-V/def2-TZVPD) on the ion C4H8Cl2N with charge +1.

The geometry in XYZ format:
```
15
Properties=species:S:1:pos:R:3:lowdin_charge:R:1
C 1.266 -0.791 -0.404 -1.1534
H 0.456 0.511 1.322 0.1351
H 2.650 0.901 -0.251 0.1495
H 1.337 0.968 -1.646 0.1451
C 0.467 0.292 0.315 -0.2454
N -0.903 0.412 -0.259 0.0520
Cl 0.453 -1.596 -1.766 0.7138
Cl 2.401 -1.863 0.351 0.7071
H -1.498 -1.118 1.181 0.1531
H -1.614 0.474 1.704 0.0804
H -2.778 -0.026 0.696 0.0928
C -1.750 -0.072 0.844 0.0126
C 1.601 0.656 -0.580 -0.0976
H -1.046 -0.121 -1.081 0.0803
H -1.042 1.374 -0.425 0.1747
```

Summary:
Charge ... +1
Spin multiplicity ... 1
Highest occupied orbital energy ... -14.577 eV
SMILES string ... C[NH2+][C@@H]1CC1(Cl)Cl

x) ORCA calculation (ωB97M-V/def2-TZVPD) on a cluster of 2 separate species, C4H8Cl2N in total.

The geometry in XYZ format:
```
15
Properties=species:S:1:pos:R:3:lowdin_charge:R:1
Cl 2.593 1.170 0.439 0.7518
C 1.731 -0.084 -0.217 -0.7562
H -3.110 0.896 0.864 0.1947
H 2.509 -1.662 -1.712 0.1345
H -1.609 0.997 1.710 0.1430
Cl -0.310 -1.827 0.562 0.7036
H 0.885 -1.102 -1.943 0.0954
N -2.063 0.706 0.853 0.1367
H 1.840 -2.060 1.040 0.1359
C 1.320 -1.448 0.204 -0.6828
H -1.572 2.660 -0.081 0.0576
H -0.872 1.408 -1.014 0.0413
C 1.695 -1.055 -1.250 -0.1425
C -1.226 1.674 -0.087 0.1711
H -1.811 -0.273 0.631 0.0162
```

Summary:
Charge ... +1
Spin multiplicity ... 1
Highest occupied orbital energy (alpha / beta) ... -13.649 / -11.846 eV

Relative energies in kJ/mol: w) 0.0; x) 406.6

w) ORCA calculation (ωB97M-V/def2-TZVPD) on a structure of composition C4H5InO3.

The geometry in XYZ format:
```
13
Properties=species:S:1:pos:R:3:lowdin_charge:R:1
O -2.782 -0.221 1.175 -0.2764
H 0.275 -1.199 -1.018 0.1647
C -1.618 0.045 0.770 -0.6390
O -1.568 0.643 -0.427 0.0930
C -0.256 0.849 -0.955 0.0883
H 2.526 0.094 -1.466 0.1249
H 2.521 -0.910 -0.004 0.1094
H 2.287 0.854 0.132 0.1068
H 0.090 1.854 -0.681 0.1694
In -3.554 -1.276 2.396 0.9743
C 0.578 -0.219 -0.626 -0.0080
O -0.558 -0.484 1.182 0.1058
C 2.059 -0.032 -0.478 -0.0133
```

Summary:
Charge ... +1
Spin multiplicity ... 2
Highest occupied orbital energy (alpha / beta) ... -12.879 / -12.877 eV
<S²> ... 0.76

x) ORCA calculation (ωB97M-V/def2-TZVPD) on a structure of composition C4H5InO3.

The geometry in XYZ format:
```
13
Properties=species:S:1:pos:R:3:lowdin_charge:R:1
C -0.759 1.289 -1.813 0.0053
C -0.184 0.886 -0.502 -0.3528
O 0.107 -1.381 0.581 0.0129
H 2.113 -0.823 0.548 0.1077
H -0.020 1.528 -2.589 0.0823
In -2.588 0.645 -1.223 1.4686
C -0.689 -0.439 0.017 -0.5555
H 1.551 -1.835 1.915 0.1128
O -1.022 1.021 0.689 -0.0419
C 1.291 -0.999 1.257 -0.0275
O -1.789 -0.937 -0.459 -0.0899
H 0.861 1.144 -0.287 0.1679
H 1.129 -0.099 1.866 0.1101
```

Summary:
Charge ... +1
Spin multiplicity ... 2
Highest occupied orbital energy (alpha / beta) ... -13.478 / -14.305 eV
<S²> ... 0.77

Relative energies in kJ/mol: w) 0.0; x) 298.9